[1]
DFT (ωB97M-V/def2-TZVPD) results for a structure of composition C48H38BCdN5O2S2 in a non-equilibrium geometry.

Computed properties:
* highest occupied orbital energy: -5.38 eV
* calculated total energy: -3265.1499 Eh

Element x y z (Å)
Cd -0.005073 1.180002 -0.626405
C -1.036801 3.894314 2.854878
C -1.625738 5.012075 2.288331
C -1.948046 5.031194 0.932351
C -1.640955 3.923994 0.110337
N -0.986298 2.864684 0.683275
C -0.772588 2.833364 2.001237
C -1.925370 3.968606 -1.261713
C -2.752484 4.958426 -1.782893
C -3.089642 4.977109 -3.121147
C -2.363243 4.154221 -3.988595
C -1.478314 3.223004 -3.413342
N -1.278198 3.074640 -2.109111
H -0.830925 3.846184 3.911085
H -1.836512 5.914244 2.900700
H -2.306810 5.922816 0.470114
H -0.300181 1.925134 2.429451
H -3.157823 5.644480 -1.076699
H -3.916927 5.572624 -3.512221
H -2.433258 4.268600 -5.084483
H -0.910221 2.566445 -4.100367
S 1.918461 -2.994176 -6.545437
C 3.530317 -2.618373 -7.115816
C 4.150685 -1.717418 -6.291662
C 3.386213 -1.342993 -5.168314
C 2.143084 -1.986665 -5.176224
C 1.034275 -1.787857 -4.258711
C 1.139538 -0.891757 -3.179768
N 0.110508 -0.611480 -2.348291
C -1.044234 -1.322147 -2.475270
C -1.243483 -2.273795 -3.543201
C -2.496030 -3.003529 -3.660266
C -3.550268 -2.735490 -2.817237
C -3.364901 -1.800125 -1.732236
C -4.416973 -1.537503 -0.857608
C -4.243409 -0.629995 0.216726
C -2.993117 0.027494 0.350760
N -2.032555 -0.143227 -0.571972
C -2.129607 -1.083354 -1.560525
C -5.385368 -0.370557 1.121921
C -6.634325 -0.950242 0.924308
C -7.541937 -0.687268 1.965875
C -7.014805 0.176885 2.900719
S -5.404169 0.623889 2.565808
C -0.193906 -2.484939 -4.428503
H 3.902925 -2.996222 -8.059851
H 5.128978 -1.275116 -6.454526
H 3.807701 -0.774597 -4.332613
H 2.090345 -0.407654 -3.000014
H -2.575165 -3.796845 -4.412772
H -4.546457 -3.169958 -2.948879
H -5.338798 -2.067411 -0.985594
H -2.832283 0.651679 1.231912
H -6.873794 -1.552743 0.032386
H -8.530841 -1.169043 2.076239
H -7.553049 0.559416 3.735033
H -0.286826 -3.201147 -5.237768
C 0.428443 -4.618915 5.667625
C 1.810880 -4.470285 5.061222
C 2.248055 -5.845562 4.459334
C 2.795160 -4.120244 6.201830
C 1.893621 -3.380461 3.994824
C 3.160168 -3.175099 3.403012
C 3.385292 -2.193650 2.423481
C 2.316665 -1.445463 2.092000
O 2.191476 -0.401061 1.112029
B 0.825563 -0.067206 1.063586
O 0.089293 -0.876271 1.967547
C 1.045094 -1.675763 2.624184
C 0.785074 -2.644046 3.571501
H 0.457790 -5.430674 6.393952
H -0.279000 -4.924420 4.910415
H 0.057569 -3.709009 6.178213
H 2.120179 -6.670103 5.161835
H 3.279127 -5.780297 4.167177
H 1.648077 -6.120393 3.582441
H 2.678160 -4.786549 7.036121
H 2.499429 -3.129918 6.546691
H 3.850515 -4.114898 5.892785
H 3.985152 -3.793534 3.709587
H 4.351513 -1.946912 1.982730
H -0.198754 -2.939123 3.928488
C 2.184301 1.516480 -1.316665
C 2.843957 2.727093 -0.898809
C 3.810930 2.707225 0.156063
C 4.667143 3.769272 0.365112
C 4.591350 4.900546 -0.475285
C 3.460972 5.035728 -1.318337
C 2.585228 4.010902 -1.503161
C 5.640404 5.863919 -0.550753
N 6.541076 6.594782 -0.722452
H 2.557660 0.577163 -0.964060
H 1.907860 1.455733 -2.363300
H 3.877873 1.835529 0.740652
H 5.361325 3.743555 1.214238
H 3.270151 5.995561 -1.771796
H 1.753905 4.114473 -2.187468

Atoms 1-2, force components in eV/Å:
Cd 1.0 0.0 0.6
C -0.6 0.2 -0.6

***

[2]
DFT (ωB97M-V/def2-TZVPD) results for a structure of composition C48H38CsIN6O2P in a non-equilibrium geometry.

Computed properties:
* highest occupied orbital energy: -4.83 eV
* ΔE to the lowest compared entry with this formula, charge and spin: 77.4 kJ/mol
* charge: -1
* calculated total energy: -2990.2322 Eh

Element x y z (Å)
Cs 0.482179 1.323395 -1.417664
C 3.345141 -3.089327 -1.325802
C 2.616904 -1.886607 -0.802354
N 1.684541 -1.278818 -1.443752
N 1.466877 -1.684909 -2.721538
C 0.319573 -1.350343 -3.306467
O -0.744939 -0.895730 -2.826020
C 0.353982 -1.590663 -4.802633
C -0.553842 -0.903819 -5.599784
C -0.551633 -1.066158 -6.979540
C 0.349929 -1.937458 -7.576295
C 1.250308 -2.640591 -6.782649
C 1.255981 -2.463696 -5.405837
C 2.972600 -1.343249 0.532465
C 3.822467 -2.047763 1.384922
C 4.070931 -1.555523 2.656741
C 3.488511 -0.363293 3.048707
C 2.687279 0.291850 2.122454
N 2.427664 -0.176122 0.906600
H 3.156306 -3.170134 -2.392425
H 2.987196 -4.005481 -0.844331
H 4.422063 -3.013726 -1.150750
H -1.262787 -0.244670 -5.115852
H -1.255505 -0.514206 -7.590491
H 0.352289 -2.067932 -8.652310
H 1.951708 -3.327780 -7.241044
H 1.959776 -2.994895 -4.779483
H 4.262063 -2.982798 1.063448
H 4.711680 -2.104275 3.336817
H 3.643769 0.051389 4.035721
H 2.228683 1.242683 2.373290
O 2.681928 5.526336 -2.084621
C 2.163082 4.383559 -2.140643
N 1.107334 3.934800 -1.484063
C 0.596213 4.962204 -0.603075
C -0.503067 4.559720 0.359767
C -0.921037 5.517397 1.297108
C -1.934487 5.221639 2.182143
C -2.526439 3.962647 2.129721
C -2.053772 3.074936 1.185623
N -1.069586 3.351895 0.318682
C 2.856106 3.399216 -3.089073
C 3.684497 3.936561 -4.075393
C 4.399152 3.082360 -4.893529
C 4.276232 1.710183 -4.708588
C 3.411446 1.259403 -3.728418
N 2.711214 2.077837 -2.933995
H 0.212526 5.821662 -1.176908
H 1.406920 5.405424 -0.007940
H -0.433199 6.485440 1.309234
H -2.263284 5.957274 2.907189
H -3.327609 3.676657 2.799602
H -2.476244 2.078815 1.115303
H 3.758536 5.012255 -4.141409
H 5.053191 3.476920 -5.662647
H 4.825887 1.003006 -5.316158
H 3.263105 0.193060 -3.566100
I -2.645972 -0.319586 -1.093225
C -4.073798 0.256744 0.323084
C -5.082029 1.062485 -0.125181
C -6.196264 1.363983 0.685500
C -6.313194 0.781565 1.908337
C -5.288738 -0.061518 2.408916
C -5.476375 -0.725454 3.645073
C -4.517996 -1.554198 4.137184
C -3.282648 -1.658735 3.466627
C -3.019253 -1.001457 2.293098
P -1.222731 -0.867958 1.765680
C -0.849659 -2.637399 1.447121
C -1.769516 -3.486382 0.833043
C -1.422504 -4.790154 0.501804
C -0.154629 -5.273393 0.794637
C 0.765583 -4.440859 1.417421
C 0.421657 -3.133871 1.729209
C -0.483620 -0.605510 3.447387
C -0.327299 0.739314 3.791995
C 0.225350 1.112166 5.010590
C 0.658384 0.138316 5.901050
C 0.524582 -1.203216 5.565319
C -0.044766 -1.570041 4.352160
C -4.088853 -0.265614 1.662317
H -5.039499 1.446017 -1.137251
H -6.974281 2.016965 0.307962
H -7.195497 0.943114 2.518357
H -6.407292 -0.571196 4.180568
H -4.673608 -2.089422 5.066096
H -2.495080 -2.238003 3.931576
H -2.763932 -3.124526 0.601629
H -2.146594 -5.428809 0.010474
H 0.114929 -6.290756 0.537642
H 1.758585 -4.804254 1.657618
H 1.147278 -2.496665 2.215266
H -0.631219 1.505984 3.085062
H 0.333198 2.162115 5.254345
H 1.104911 0.421609 6.846670
H 0.867107 -1.969928 6.250410
H -0.135059 -2.622030 4.108477

Atoms 1-2, force components in eV/Å:
Cs -0.8 -0.6 0.7
C 0.2 0.0 0.0

***

[3]
DFT (ωB97M-V/def2-TZVPD) results for a structure of composition C48H38GeN4Ta in a non-equilibrium geometry.

Computed properties:
* highest occupied orbital energy: -10.18 eV
* ΔE to the lowest compared entry with this formula, charge and spin: 12.5 kJ/mol
* charge: +1
* calculated total energy: -4204.7659 Eh

Element x y z (Å)
Ta -0.080050 -0.178888 -0.015842
C -0.090294 5.416420 5.381882
C 1.037893 5.051101 4.658909
C 0.956839 4.044182 3.706666
C -0.251824 3.396500 3.475336
C -1.380619 3.762999 4.202262
C -1.300233 4.772010 5.152601
C -0.325608 2.319447 2.443155
C -0.450469 1.006341 2.874274
C -0.590743 0.587628 4.242983
C -0.747980 -0.753387 4.246665
C -0.701380 -1.199672 2.881264
N -0.493430 -0.110711 2.061766
C -0.825525 -2.518425 2.460164
C -0.848064 -2.936931 1.132961
C -0.886771 -4.297701 0.701885
C -0.867272 -4.309006 -0.654740
C -0.831586 -2.955175 -1.108664
C -0.811989 -2.558266 -2.444619
C -0.872268 -3.629328 -3.488439
C -2.056078 -4.319600 -3.723802
C -2.106648 -5.310347 -4.695645
C -0.971654 -5.618932 -5.433660
C 0.214938 -4.933303 -5.202146
C 0.264295 -3.938954 -4.233522
C -0.751084 -1.240152 -2.877254
N -0.602581 -0.139044 -2.061136
C -0.699185 0.980556 -2.870157
C -0.640140 2.300693 -2.448345
C -0.754496 3.369072 -3.488035
C 0.390269 3.980643 -3.988259
C 0.285101 4.971232 -4.955719
C -0.965409 5.354705 -5.424253
C -2.110633 4.746418 -4.924830
C -2.005151 3.754111 -3.958671
C -0.511668 2.720613 -1.123558
C -0.521024 4.072995 -0.689011
C -0.405338 4.079867 0.666565
C -0.334550 2.730638 1.107729
N -0.374601 1.903841 -0.007365
C -0.870713 0.552020 -4.231983
C -0.899087 -0.798350 -4.236684
N -0.825146 -2.125515 0.004254
C -0.937126 -3.574111 3.516886
C -2.173062 -3.880820 4.075937
C -2.272130 -4.858569 5.057692
C -1.135913 -5.534470 5.482861
C 0.101127 -5.231136 4.926425
C 0.200395 -4.252204 3.946124
H -0.027154 6.202276 6.123871
H 1.983452 5.548787 4.835971
H 1.837393 3.756316 3.140771
H -2.323886 3.261021 4.016765
H -2.183016 5.056339 5.711320
H -0.572560 1.253632 5.093131
H -0.894714 -1.401350 5.097105
H -0.918973 -5.148212 1.365378
H -0.877054 -5.171029 -1.304024
H -2.942509 -4.075278 -3.148231
H -3.034397 -5.839502 -4.876955
H -1.011859 -6.393223 -6.189900
H 1.102688 -5.172874 -5.775291
H 1.187006 -3.399858 -4.048391
H 1.365202 3.678317 -3.619396
H 1.180456 5.442287 -5.343285
H -1.047656 6.127345 -6.178435
H -3.087379 5.043940 -5.286183
H -2.896383 3.277040 -3.566003
H -0.619798 4.922988 -1.346171
H -0.388875 4.937089 1.321322
H -0.965628 1.220052 -5.074883
H -1.030830 -1.456405 -5.082233
H -3.059360 -3.353693 3.739778
H -3.238345 -5.092883 5.488565
H -1.213866 -6.297025 6.247937
H 0.990001 -5.754810 5.257123
H 1.164153 -4.008077 3.512212
C 4.384053 0.083186 1.630747
Ge 3.430359 0.449165 -0.018243
C 4.514705 -0.022792 -1.554278
C 2.898765 2.323451 -0.090324
C 1.823562 -0.672114 -0.059112
H 5.369919 0.553576 1.611265
H 4.513807 -0.993106 1.758345
H 3.825326 0.470836 2.485215
H 5.489350 0.467560 -1.499993
H 4.018743 0.281073 -2.478004
H 4.669789 -1.102964 -1.579316
H 3.767867 2.985759 -0.089784
H 2.282017 2.569355 0.778441
H 2.318272 2.517620 -0.996832
H 2.046059 -1.744848 -0.130886

Atoms 1-2, force components in eV/Å:
Ta 2.7 -0.8 0.0
C 0.0 0.0 0.0